No. 1
This record from OMol25 describes a 6-piece molecular cluster, CH15NO5 overall at a distorted geometry. The level of theory is ωB97M-V/def2-TZVPD.

```
22
Properties=species:S:1:pos:R:3:forces:R:3
O 0.589245 -1.914516 2.490546 -0.40 0.16 0.71
O -3.167006 3.283493 -0.720804 0.19 -0.19 -0.29
O 1.640301 2.880829 -1.351785 -0.28 -1.21 0.30
O -1.399637 -1.427792 0.843047 -2.40 -1.28 1.66
O -3.181231 1.013921 1.256066 1.96 -0.23 -0.74
N 1.913027 -1.064293 -0.197989 -1.34 2.59 0.38
C 2.467226 -1.741432 -1.369706 -0.32 0.76 -0.59
H 1.887097 3.776072 -1.490536 0.34 1.25 -0.10
H 1.507454 -0.107152 -0.435949 1.49 -1.35 -0.07
H 0.778255 -2.785361 2.163038 0.22 -0.76 -0.15
H -3.899588 0.748598 0.692481 -0.63 -0.12 -0.30
H 2.320128 -1.104695 -2.255620 0.18 -0.26 0.17
H 1.320288 -1.383747 2.194164 0.83 0.47 -0.13
H 1.068062 -1.363579 0.255974 -0.17 -1.53 -0.51
H 1.400238 2.559035 -2.220974 -0.08 -0.09 -0.20
H -2.373647 0.718801 0.733765 -1.33 0.16 1.23
H 3.518380 -1.846423 -1.204033 0.80 0.01 -0.05
H -3.001354 3.429296 0.216994 -0.05 -0.21 -0.02
H -2.798777 2.403529 -0.898925 -0.19 0.50 0.19
H -0.661301 -1.484968 1.458672 0.81 0.27 0.10
H 2.132604 -2.730121 -1.664104 -0.69 -0.17 0.51
H -2.059765 -1.859493 1.505675 1.06 1.23 -2.11
```
Positions in Å, forces in eV/Å.

2S+1 = 1
M = 121.1 Da
HOMO level = -9.60 eV
ΔE to the lowest compared entry with this formula, charge and spin = 1.805 eV
SMILES = CN.O.O.O.O.O
HOMO-LUMO gap = 10.0 eV

The net atomic charges from natural (NBO), expressed in e, are: number 1, O, carries -0.94; number 2, O, carries -0.94; number 3, O, carries -0.94; number 4, O, carries -0.98; number 5, O, carries -0.95; number 6, N, carries -0.88; number 7, C, carries -0.41; number 8, H, carries 0.47; number 9, H, carries 0.37; number 10, H, carries 0.48; number 11, H, carries 0.47; number 12, H, carries 0.19; number 13, H, carries 0.49; number 14, H, carries 0.36; number 15, H, carries 0.47; number 16, H, carries 0.48; number 17, H, carries 0.19; number 18, H, carries 0.48; number 19, H, carries 0.46; number 20, H, carries 0.48; number 21, H, carries 0.19; number 22, H, carries 0.47

=====

No. 2
This record from OMol25 describes a 8-piece molecular cluster, C32H43N7O4 overall. The level of theory is ωB97M-V/def2-TZVPD.

```
86
Properties=species:S:1:pos:R:3:forces:R:3
O 2.576332 -0.523744 -0.573379 -0.07 -0.35 0.03
O 1.928406 -2.106942 3.425113 0.05 0.28 0.07
O 1.861699 -2.329849 0.633378 -0.20 -0.14 -0.04
O 2.885568 -2.647016 -1.297084 0.29 -0.33 -0.43
N 4.478965 1.315877 3.567285 0.01 0.02 -0.07
N -2.512162 3.370103 -4.717572 0.04 0.00 0.03
N 2.845249 -2.504282 6.288932 0.05 0.09 -0.01
N 3.797946 -4.691254 1.287549 0.01 0.05 0.07
N -6.746625 6.459327 -7.967620 -0.01 -0.02 0.01
N -3.273365 -1.544273 0.814232 0.07 -0.04 -0.05
N -0.020141 0.104070 -2.005283 -0.10 0.05 0.05
C 0.895834 -1.504689 1.320747 0.08 0.27 -0.05
C -4.086315 4.175552 -6.047817 0.00 -0.01 -0.01
C 0.683899 -2.058547 2.710715 0.05 -0.25 0.10
C 3.387222 1.873219 1.721891 0.07 -0.09 -0.10
C -4.110869 -1.714014 2.855572 0.02 -0.02 0.01
C -3.735846 3.105710 -5.266357 0.01 0.00 0.00
C -1.887869 0.423926 -3.151024 0.11 -0.02 0.03
C 4.039030 -3.161139 6.400852 0.00 0.01 -0.01
C 5.032320 -6.447589 1.823862 0.01 -0.01 -0.01
C -3.891584 -0.848661 1.815599 0.06 0.02 0.01
C 2.478186 -1.900620 -0.481700 -0.13 0.64 0.55
C -2.075759 4.595606 -5.138024 0.00 0.00 0.00
C 2.226824 -2.469885 7.507174 0.00 0.03 -0.01
C -0.543612 0.167451 -3.265698 -0.04 -0.12 0.05
C -5.477959 6.867789 -8.275675 0.00 -0.01 -0.02
C -7.435970 7.489619 -7.388287 0.00 -0.01 0.00
C -5.354613 8.176035 -7.891281 0.00 0.00 0.01
C 4.507309 2.736237 1.868868 0.02 0.01 -0.01
C 0.057994 -3.443516 2.754070 -0.04 -0.01 -0.24
C -2.173716 0.535797 -1.762078 -0.24 0.03 -0.01
C -6.598768 8.570933 -7.326840 0.01 0.00 0.00
C -3.606069 -2.983707 2.462830 -0.04 0.02 -0.02
C -3.097948 -2.845675 1.197242 -0.08 0.03 -0.01
C 3.034208 -3.110604 8.410631 0.01 0.00 0.00
C 4.858695 -4.695715 0.423062 -0.03 -0.06 0.01
C 5.156932 2.366951 3.016478 0.00 0.00 0.01
C 3.896348 -5.752953 2.144666 -0.01 0.02 -0.01
C 5.642519 -5.776969 0.728285 0.03 0.02 0.04
C 4.188029 -3.549863 7.706778 -0.01 0.00 0.00
C -3.030711 5.123418 -5.966644 0.01 0.00 -0.01
C -1.000537 0.339192 -1.086335 -0.04 -0.08 0.08
C 3.402154 1.005416 2.784860 -0.02 -0.06 0.10
H -4.998678 4.273613 -6.612017 0.00 0.01 0.02
H 2.652760 1.895467 0.932310 -0.05 0.05 0.03
H -4.121156 0.197985 1.707528 -0.01 -0.01 0.00
H 5.384759 -7.338968 2.315661 0.00 0.01 0.00
H 0.755323 -4.190513 2.364245 -0.04 0.09 0.03
H -1.128208 4.989565 -4.812251 0.00 0.00 -0.01
H -4.471176 8.783000 -7.999744 -0.01 0.00 0.00
H -7.115120 5.541594 -8.137216 0.01 0.03 0.00
H 3.394927 -0.209870 -0.156054 -0.09 0.07 -0.02
H 2.648815 -1.808953 2.857221 -0.06 -0.17 -0.01
H 4.677624 -3.305243 5.545318 -0.01 -0.02 0.00
H 2.717263 0.229546 3.079943 -0.04 0.07 0.05
H -3.131627 0.741137 -1.310077 -0.01 0.09 -0.06
H 4.730288 0.847317 4.419898 -0.02 0.01 -0.01
H 4.949772 -3.948341 -0.345414 0.00 -0.02 -0.03
H -2.985066 6.081417 -6.457319 -0.02 0.00 0.02
H -6.848268 9.537318 -6.921627 0.00 -0.01 0.00
H 5.025874 -4.093227 8.110932 0.00 0.00 0.00
H -4.256306 2.187060 -5.053846 0.00 0.01 0.00
H 3.152767 -5.926646 2.904104 0.01 0.01 0.01
H 2.479950 -2.120820 5.431184 -0.08 -0.16 -0.02
H 0.927381 -0.110243 -1.754725 0.24 0.17 -0.18
H -3.622539 -3.893711 3.039484 0.00 0.00 0.00
H -0.048479 -1.504838 0.765186 0.17 -0.12 0.07
H 3.049708 -4.019863 1.279577 -0.02 -0.07 -0.06
H -2.982461 -1.161074 -0.069768 -0.02 -0.01 -0.03
H -8.457179 7.367444 -7.070518 0.00 0.00 0.00
H 0.022125 -1.337121 3.209406 0.07 -0.10 0.00
H -2.012544 2.754616 -4.097806 -0.02 0.01 0.00
H 6.550018 -6.059230 0.220912 0.00 0.01 0.01
H -2.587518 0.498303 -3.967337 0.01 -0.02 0.00
H -0.195844 -3.711941 3.781736 0.05 0.05 -0.10
H -4.774044 6.196706 -8.738096 0.00 0.01 0.00
H -4.584667 -1.466881 3.790900 0.00 0.00 -0.01
H 1.268581 -1.994362 7.631189 0.00 -0.01 0.00
H 2.821209 -3.251552 9.457238 0.00 0.00 0.00
H -0.791883 0.345640 -0.029141 -0.01 0.10 -0.07
H 4.795921 3.539738 1.212446 0.00 -0.01 0.00
H 1.285615 -0.484569 1.370902 -0.11 -0.06 0.03
H -2.633809 -3.561164 0.539005 -0.04 0.00 -0.02
H 0.071817 0.001213 -4.133290 -0.01 -0.01 0.00
H -0.856659 -3.466312 2.151990 0.18 0.02 0.23
H 6.039507 2.766044 3.485959 0.00 0.00 -0.01
```
Positions in Å, forces in eV/Å.

2S+1 = 1
M = 589.7 Da
HOMO level = -8.16 eV
ΔE to the lowest compared entry with this formula, charge and spin = 0.000 eV
SMILES = C[C@@H](O)COC(=O)O.c1cc[nH]c1.c1cc[nH]c1.c1cc[nH]c1.c1cc[nH]c1.c1cc[nH]c1.c1cc[nH]c1.c1cc[nH]c1
HOMO-LUMO gap = 8.2 eV

The net atomic charges from Mulliken, expressed in e, are: number 1, O, carries -0.57; number 2, O, carries -0.43; number 3, O, carries -0.27; number 4, O, carries -0.51; number 5, N, carries 0.01; number 6, N, carries 0.14; number 7, N, carries 0.18; number 8, N, carries 0.22; number 9, N, carries -0.01; number 10, N, carries 0.07; number 11, N, carries 0.20; number 12, C, carries -0.50; number 13, C, carries -0.25; number 14, C, carries 0.55; number 15, C, carries -0.26; number 16, C, carries -0.77; number 17, C, carries -0.52; number 18, C, carries -0.82; number 19, C, carries -0.43; number 20, C, carries -0.65; number 21, C, carries -0.29; number 22, C, carries 0.57; number 23, C, carries -0.76; number 24, C, carries -0.51; number 25, C, carries -0.71; number 26, C, carries -0.59; number 27, C, carries -0.52; number 28, C, carries -0.34; number 29, C, carries -0.83; number 30, C, carries -1.15; number 31, C, carries -0.73; number 32, C, carries -0.41; number 33, C, carries -0.29; number 34, C, carries -0.73; number 35, C, carries -0.50; number 36, C, carries -0.44; number 37, C, carries -0.46; number 38, C, carries -0.34; number 39, C, carries -0.55; number 40, C, carries -0.52; number 41, C, carries -0.25; number 42, C, carries -0.45; number 43, C, carries -0.69; number 44, H, carries 0.38; number 45, H, carries 0.63; number 46, H, carries 0.41; number 47, H, carries 0.40; number 48, H, carries 0.17; number 49, H, carries 0.35; number 50, H, carries 0.41; number 51, H, carries 0.21; number 52, H, carries 0.31; number 53, H, carries 0.18; number 54, H, carries 0.38; number 55, H, carries 0.65; number 56, H, carries 0.54; number 57, H, carries 0.21; number 58, H, carries 0.33; number 59, H, carries 0.42; number 60, H, carries 0.39; number 61, H, carries 0.40; number 62, H, carries 0.31; number 63, H, carries 0.41; number 64, H, carries 0.32; number 65, H, carries 0.25; number 66, H, carries 0.47; number 67, H, carries 0.19; number 68, H, carries 0.31; number 69, H, carries 0.23; number 70, H, carries 0.38; number 71, H, carries 0.35; number 72, H, carries 0.20; number 73, H, carries 0.40; number 74, H, carries 0.64; number 75, H, carries 0.42; number 76, H, carries 0.47; number 77, H, carries 0.42; number 78, H, carries 0.38; number 79, H, carries 0.39; number 80, H, carries 0.70; number 81, H, carries 0.40; number 82, H, carries 0.36; number 83, H, carries 0.50; number 84, H, carries 0.44; number 85, H, carries -0.02; number 86, H, carries 0.39